[1]
A gas-phase ion, C3H8NO2 (charge -1), computed with ωB97M-V/def2-TZVPD.

As for the SMILES: N[C@H](C[O-])CO. For the HOMO energy, the calculation gives -2.532 eV. The energy relative to the best compared isomer or geometry (same formula, charge and spin) comes out at 58.7 kcal per mole. The orbital gap is 0.2419 hartree.

Structure (ORCA input):
```
! RIJCOSX wB97M-V def2-TZVPD def2/J DEFGRID3
* xyz -1 1
C -0.587 -0.728 -1.235
O -1.830 -0.476 -1.600
C -0.224 -0.251 0.201
C 0.032 1.228 0.195
O 0.168 1.811 1.499
N 0.914 -0.963 0.818
H -0.260 -1.821 -1.247
H 0.232 -0.261 -1.878
H -1.091 -0.467 0.838
H -0.818 1.688 -0.311
H 0.960 1.453 -0.337
H -0.191 1.179 2.126
H 1.780 -0.506 0.552
H 0.916 -1.887 0.379
*
```

[2]
A molecular structure, C3H8NO2, computed with ωB97M-V/def2-TZVPD.

For the HOMO energy, the calculation gives -3.204 eV. The energy relative to the best compared isomer or geometry (same formula, charge and spin) comes out at 120.0 kcal per mole. The orbital gap is 0.2740 hartree.

Structure (ORCA input):
```
! RIJCOSX wB97M-V def2-TZVPD def2/J DEFGRID3
* xyz -1 1
C -0.372 0.492 1.267
C -0.179 -1.450 -0.189
C -0.158 0.101 -0.178
N 1.233 0.483 -0.744
O 1.035 0.741 -2.100
O -1.131 0.700 -0.981
H 0.378 0.335 1.971
H -1.143 -0.011 1.840
H -0.553 1.467 1.478
H 0.647 -1.752 0.379
H -0.313 -1.715 -1.226
H -0.972 -1.826 0.322
H 1.619 1.568 -0.039
H -0.089 0.866 -1.798
*
```

[3]
2 unconnected molecules or ions with the total composition C3H8NO2, computed with ωB97M-V/def2-TZVPD.

For the HOMO energy (spin up / spin down), the calculation gives -12.820 / -12.819 eV. The energy relative to the best compared isomer or geometry (same formula, charge and spin) comes out at 68.7 kcal per mole. The orbital gap (spin up / spin down) is 0.2870 / 0.2869 hartree.

Structure (ORCA input):
```
! RIJCOSX wB97M-V def2-TZVPD def2/J DEFGRID3
* xyz 1 1
C -0.410 -1.366 0.452
C -0.038 1.465 -0.777
C 0.688 0.304 -0.764
N -0.569 -1.054 1.705
O -0.104 2.337 0.215
O 0.850 -0.491 -1.848
H -1.261 -1.307 -0.211
H 0.429 -1.974 0.143
H -0.719 1.704 -1.585
H 1.495 0.181 -0.050
H -1.420 -0.611 2.031
H 0.162 -1.204 2.391
H 0.569 2.208 0.899
H 0.326 -0.191 -2.601
*
```

[4]
2 unconnected molecules or ions with the total composition C3H8NO2, computed with ωB97M-V/def2-TZVPD.

For the HOMO energy, the calculation gives -14.945 eV. The energy relative to the best compared isomer or geometry (same formula, charge and spin) comes out at 51.1 kcal per mole. The orbital gap is 0.3631 hartree.

Structure (ORCA input):
```
! RIJCOSX wB97M-V def2-TZVPD def2/J DEFGRID3
* xyz 1 1
O -0.971 -0.527 -0.741
C -1.711 -0.022 -1.540
O -1.422 1.168 -2.078
H -2.745 -0.346 -1.654
H -1.717 1.376 -2.973
C 0.210 -0.515 1.863
C 1.558 0.390 -0.094
N 1.239 -0.497 0.774
H -0.551 -1.246 1.599
H 0.792 -0.763 2.745
H -0.225 0.479 1.909
H 0.898 1.091 -0.586
H 2.626 0.531 -0.173
H 2.019 -1.120 0.948
*
```

[5]
A gas-phase ion, C3H8NO2 (charge +1), computed with ωB97M-V/def2-TZVPD.

As for the SMILES: O[C@@H]1C[NH2+][C@H]1O. For the HOMO energy, the calculation gives -15.159 eV. The energy relative to the best compared isomer or geometry (same formula, charge and spin) comes out at 65.2 kcal per mole. The orbital gap is 0.4163 hartree.

Structure (ORCA input):
```
! RIJCOSX wB97M-V def2-TZVPD def2/J DEFGRID3
* xyz 1 1
C 0.636 0.954 -0.329
C 0.715 -0.653 -0.412
C -0.620 -0.771 0.369
N -0.731 0.797 0.287
O 1.842 -1.015 0.275
O -1.670 -1.338 -0.237
H 1.358 1.376 0.365
H 0.529 1.396 -1.217
H 0.661 -1.060 -1.444
H -0.470 -1.187 1.370
H -0.734 1.301 1.219
H -1.621 1.222 -0.032
H 1.963 -1.952 0.118
H -2.438 -0.763 -0.106
*
```

[6]
A gas-phase ion, C3H8NO2 (charge +1), computed with ωB97M-V/def2-TZVPD.

As for the SMILES: C[C@@H]([NH3+])C(=O)O. For the HOMO energy, the calculation gives -15.514 eV. The energy relative to the best compared isomer or geometry (same formula, charge and spin) comes out at 22.3 kcal per mole. The orbital gap is 0.4280 hartree.

Structure (ORCA input):
```
! RIJCOSX wB97M-V def2-TZVPD def2/J DEFGRID3
* xyz 1 1
O 0.418 0.800 -1.985
C 0.111 -0.067 -1.227
O -0.330 -1.273 -1.718
C -0.356 0.023 0.236
C 0.383 -0.995 1.050
N -0.108 1.510 0.566
H -0.280 -1.425 -2.664
H -1.436 -0.048 0.100
H 0.522 -0.841 2.115
H -0.173 -1.918 0.881
H 1.393 -1.242 0.695
H -0.337 2.065 -0.262
H 0.865 1.693 0.823
H -0.672 1.718 1.391
*
```

[7]
2 unconnected molecules or ions with the total composition C3H8NO3, computed with ωB97M-V/def2-TZVPD.

For the HOMO energy, the calculation gives -3.318 eV. The energy relative to the best compared isomer or geometry (same formula, charge and spin) comes out at 94.8 kcal per mole. The orbital gap is 0.2697 hartree.

Structure (ORCA input):
```
! RIJCOSX wB97M-V def2-TZVPD def2/J DEFGRID3
* xyz -1 1
O 0.007 2.553 -1.179
C 0.567 1.564 -0.777
C 0.477 1.053 0.585
N -0.311 -0.202 0.198
C -0.547 -1.057 1.666
O -1.311 -1.960 1.321
H 0.776 0.837 -1.610
H -0.073 1.748 1.201
H 1.444 0.690 0.918
H -1.212 0.104 -0.108
H -0.899 -0.396 2.405
H 0.482 -1.471 1.913
H 0.614 -1.121 -1.489
H -0.471 -1.209 -2.532
O 0.457 -1.133 -2.511
*
```

[8]
2 unconnected molecules or ions with the total composition C3H8NO3, computed with ωB97M-V/def2-TZVPD.

For the HOMO energy, the calculation gives -4.573 eV. The energy relative to the best compared isomer or geometry (same formula, charge and spin) comes out at 16.5 kcal per mole. The orbital gap is 0.3273 hartree.

Structure (ORCA input):
```
! RIJCOSX wB97M-V def2-TZVPD def2/J DEFGRID3
* xyz -1 1
N -0.971 0.342 -1.996
C -1.491 1.188 -0.917
O -0.556 2.130 -0.472
H -0.754 0.807 -2.833
H -0.190 -0.256 -1.665
H -2.339 1.787 -1.305
H -1.826 0.557 -0.064
H 0.237 1.608 -0.281
O -0.431 -0.229 1.501
C 0.664 -0.547 0.965
O 1.127 -0.132 -0.182
C 1.484 -1.615 1.674
H 2.412 -1.782 1.135
H 1.715 -1.298 2.702
H 0.919 -2.561 1.738
*
```

[9]
2 unconnected molecules or ions with the total composition C3H8NO4, computed with ωB97M-V/def2-TZVPD.

For the HOMO energy, the calculation gives -4.804 eV. The energy relative to the best compared isomer or geometry (same formula, charge and spin) comes out at 18.6 kcal per mole. The orbital gap is 0.3043 hartree.

Structure (ORCA input):
```
! RIJCOSX wB97M-V def2-TZVPD def2/J DEFGRID3
* xyz -1 1
C 0.108 0.287 -1.151
C -0.578 1.601 -1.476
O -1.292 1.591 -2.744
N 0.353 0.050 0.278
C 1.231 -1.132 0.449
O 0.946 -1.711 1.533
O 2.027 -1.317 -0.485
H 1.140 0.131 -1.556
H -0.509 -0.634 -1.563
H -1.294 1.909 -0.618
H 0.224 2.375 -1.566
H -1.791 0.779 -2.867
H -0.462 0.021 0.924
H -0.111 -1.588 2.862
H 0.406 -0.916 4.124
O -0.399 -1.446 3.856
*
```

[10]
A gas-phase ion, C3H8NO5PS (charge -2), computed with ωB97M-V/def2-TZVPD.

For the HOMO energy, the calculation gives 0.373 eV. The energy relative to the best compared isomer or geometry (same formula, charge and spin) comes out at 63.9 kcal per mole. The orbital gap is 0.2037 hartree.

Structure (ORCA input):
```
! RIJCOSX wB97M-V def2-TZVPD def2/J DEFGRID3
* xyz -2 1
C 0.913 1.548 -0.603
C 0.549 0.124 1.366
C -2.547 -1.238 0.249
N 0.636 0.224 -0.075
O -1.841 1.184 -1.010
O -2.932 -1.024 1.437
O -0.722 -0.823 -2.090
O 3.280 0.109 -0.628
O 2.379 -1.873 0.364
P -1.211 -0.143 -0.849
S 2.194 -0.854 -0.676
H 1.513 1.592 -1.496
H -0.134 1.970 -0.891
H 1.280 2.238 0.126
H -0.458 0.530 1.733
H 0.734 -0.863 1.562
H 1.329 0.670 1.885
H -1.882 -2.149 0.279
H -3.080 -1.222 -0.684
*
```

- Number 2 is which compound?
  C3H8NO2

- Number 10 is which compound?
  C3H8NO5PS

- What is the formula in the third record?
  C3H8NO2